1.
The following is a DFT calculation (ωB97M-V/def2-TZVPD) of a molecular structure, C23H22BrN4O3PdS.

Highest occupied orbital energy = -5.321 eV
Total charge = -1
Strongest force on any atom = 0.018 Eh/bohr
Orbital gap = 7.35 eV
E_LUMO = 2.03 eV

The geometry in XYZ format:
```
55
Properties=species:S:1:pos:R:3:mulliken_charge:R:1
Pd 0.74 1.09 -2.09 0.005
C -1.07 3.47 1.30 -1.824
C 0.01 3.25 0.28 1.009
C -0.26 3.42 -1.08 -0.555
C 0.76 3.29 -2.04 0.328
C 0.51 3.71 -3.47 -1.735
C 2.05 2.90 -1.60 -0.689
C 2.31 2.72 -0.23 1.255
C 3.69 2.34 0.22 -1.583
C 1.30 2.92 0.69 -0.464
H -1.03 2.70 2.08 0.364
H -2.06 3.44 0.85 0.383
H -0.94 4.44 1.78 0.419
H -1.25 3.74 -1.39 0.451
H -0.14 2.99 -3.99 0.257
H 1.45 3.78 -4.01 0.346
H 0.02 4.68 -3.49 0.463
H 2.88 2.87 -2.31 0.243
H 3.75 1.26 0.36 0.210
H 3.94 2.81 1.17 0.414
H 4.44 2.61 -0.53 0.377
H 1.50 2.81 1.74 0.383
Br 3.76 -2.70 -1.63 -0.192
C 2.34 -1.68 -2.40 0.166
C 2.63 -0.59 -3.20 -0.253
C 1.55 0.08 -3.81 -0.231
N 0.26 -0.30 -3.65 -0.847
C 0.03 -1.32 -2.82 -0.234
C 1.02 -2.08 -2.21 -0.474
H 3.65 -0.28 -3.39 0.473
H 1.75 0.79 -4.62 0.498
H -1.02 -1.59 -2.69 0.445
H 0.77 -2.92 -1.59 0.485
O -5.39 -2.68 4.68 -0.691
S -5.41 -3.23 3.32 1.182
O -5.72 -2.26 2.29 -0.671
O -6.09 -4.50 3.18 -0.689
C -3.62 -3.60 3.12 0.126
N -3.15 -4.69 3.71 -0.497
C -1.84 -4.86 3.70 -0.355
C -0.98 -3.97 3.08 -0.628
C -1.57 -2.88 2.44 0.138
N -2.89 -2.71 2.48 -0.312
C -0.82 -1.90 1.65 1.422
C -1.51 -1.02 0.80 -0.986
C -0.79 -0.12 0.04 -0.160
N 0.54 -0.03 0.08 0.367
C 1.19 -0.84 0.90 -0.782
C 0.57 -1.78 1.70 -0.937
H -1.47 -5.75 4.19 0.407
H 0.09 -4.13 3.08 0.323
H -2.59 -1.08 0.77 0.683
H -1.30 0.57 -0.64 0.514
H 2.27 -0.74 0.92 0.358
H 1.15 -2.42 2.34 0.296
```


2.
The following is a DFT calculation (ωB97M-V/def2-TZVPD) of C2H3NOS in the gas phase in a non-equilibrium geometry.

Highest occupied orbital energy = -8.924 eV
Total charge = 0
Strongest force on any atom = 0.086 Eh/bohr
Orbital gap = 8.67 eV
SMILES string = O=CNC=S
ΔE to the lowest compared entry with this formula, charge and spin = 1.2407 eV
E_LUMO = -0.26 eV

The geometry in XYZ format:
```
8
Properties=species:S:1:pos:R:3:mulliken_charge:R:1
C -0.70 0.84 0.17 -0.066
C 1.28 -0.44 0.07 0.115
H -1.10 1.94 0.36 0.262
H 1.46 1.50 -0.27 0.362
H 0.76 -1.43 0.49 0.271
N 0.61 0.76 -0.13 -0.194
O 2.44 -0.37 -0.02 -0.468
S -1.77 -0.42 -0.06 -0.283
```


3.
The following is a DFT calculation (ωB97M-V/def2-TZVPD) of 2 unconnected molecules or ions with the total composition C4H11N3O2 in a non-equilibrium geometry.

Highest occupied orbital energy = -9.209 eV
Total charge = 0
Strongest force on any atom = 0.032 Eh/bohr
Orbital gap = 9.90 eV
SMILES string = CN=C(N)N.CC(=O)O
ΔE to the lowest compared entry with this formula, charge and spin = 1.1093 eV
E_LUMO = 0.69 eV

The geometry in XYZ format:
```
20
Properties=species:S:1:pos:R:3:mulliken_charge:R:1
C -1.49 0.90 -1.47 -0.663
C -0.73 2.18 -1.17 0.734
O 0.57 2.14 -1.55 -0.456
O -1.07 3.13 -0.50 -0.568
H -2.28 0.89 -0.75 0.281
H -0.92 -0.04 -1.26 -0.023
H -1.96 0.65 -2.42 0.358
C 1.96 -1.10 -0.20 -0.829
C 0.26 -1.72 1.29 0.606
N 1.42 -1.23 1.15 -0.550
N -0.66 -1.94 0.23 -0.534
N -0.21 -2.21 2.52 -0.551
H 1.02 2.97 -1.28 0.317
H -0.23 -2.05 -0.68 0.266
H -1.19 -2.81 0.29 0.241
H -1.14 -1.82 2.60 0.256
H 0.35 -1.94 3.31 0.280
H 1.48 -0.35 -0.84 0.194
H 2.00 -2.04 -0.75 0.356
H 2.98 -0.69 -0.10 0.286
```


4.
The following is a DFT calculation (ωB97M-V/def2-TZVPD) of C7H6N2OS in the gas phase in a non-equilibrium geometry.

Highest occupied orbital energy = -7.652 eV
Total charge = 0
Strongest force on any atom = 0.106 Eh/bohr
Orbital gap = 8.09 eV
SMILES string = Nc1nc2c(O)cccc2s1
ΔE to the lowest compared entry with this formula, charge and spin = 1.3413 eV
E_LUMO = 0.44 eV

The geometry in XYZ format:
```
17
Properties=species:S:1:pos:R:3:mulliken_charge:R:1
C -2.29 0.34 0.07 0.463
C -0.02 0.47 -0.34 0.202
C 1.36 0.89 -0.23 0.534
C 2.30 -0.06 0.10 -0.344
C 2.13 -1.47 0.08 -0.600
C 0.77 -1.84 0.07 -0.459
C -0.27 -0.98 -0.36 0.376
H -4.50 0.20 0.41 0.294
H -3.68 1.91 -0.22 0.273
H 2.45 2.44 -0.05 0.331
H 3.36 0.37 0.17 0.127
H 2.92 -2.25 0.49 0.256
H 0.65 -2.86 0.18 0.401
N -3.55 0.93 0.26 -0.507
N -1.21 1.13 -0.08 -0.648
O 1.49 2.16 -0.23 -0.474
S -1.91 -1.38 -0.32 -0.224
```


5.
The following is a DFT calculation (ωB97M-V/def2-TZVPD) of 10 unconnected molecules or ions with the total composition C40H58Br2O4 in a non-equilibrium geometry.

Highest occupied orbital energy = -9.262 eV
Total charge = 0
Strongest force on any atom = 0.051 Eh/bohr
Orbital gap = 9.63 eV
SMILES string = c1ccccc1.c1ccccc1.c1ccccc1.c1ccccc1.c1ccccc1.BrCCBr.CCO.CCO.CCO.CCO
ΔE to the lowest compared entry with this formula, charge and spin = 0.3346 eV
E_LUMO = 0.37 eV

The geometry in XYZ format:
```
104
Properties=species:S:1:pos:R:3:mulliken_charge:R:1
Br 23.60 -27.89 13.07 -0.086
C 24.31 -26.43 11.84 -0.710
C 23.17 -26.06 10.89 -0.033
Br 23.80 -24.40 10.04 -0.145
H 25.20 -26.73 11.29 0.508
H 24.45 -25.59 12.53 0.255
H 22.26 -25.95 11.48 -0.081
H 22.94 -26.79 10.11 0.378
C 18.27 -29.11 11.58 -0.425
C 19.47 -29.14 12.30 -0.218
C 20.64 -29.47 11.58 -0.146
C 20.55 -29.60 10.19 -0.749
C 19.37 -29.37 9.52 -0.396
C 18.22 -29.19 10.18 -0.481
H 17.34 -29.08 12.13 0.368
H 19.48 -28.85 13.34 0.389
H 21.60 -29.56 12.06 0.474
H 21.45 -29.84 9.63 0.395
H 19.31 -29.55 8.45 0.349
H 17.27 -29.04 9.69 0.388
C 26.52 -20.83 15.75 -0.301
C 27.73 -20.70 16.46 -0.475
C 28.04 -21.55 17.51 -0.417
C 27.08 -22.45 17.93 -0.382
C 25.83 -22.53 17.27 -0.493
C 25.54 -21.71 16.19 -0.024
H 26.32 -20.18 14.91 0.409
H 28.50 -19.99 16.17 0.367
H 29.03 -21.56 17.93 0.359
H 27.27 -23.16 18.72 0.360
H 25.14 -23.32 17.50 0.360
H 24.57 -21.79 15.73 0.244
C 20.96 -20.61 15.81 0.026
C 20.60 -19.96 14.67 0.002
C 19.58 -19.04 14.66 -0.588
C 18.88 -18.78 15.82 -0.376
C 19.23 -19.47 16.98 -0.515
C 20.22 -20.43 16.95 -0.620
H 21.78 -21.31 15.80 0.117
H 21.13 -20.32 13.80 0.422
H 19.30 -18.52 13.76 0.398
H 18.02 -18.12 15.83 0.375
H 18.65 -19.27 17.87 0.363
H 20.47 -20.88 17.90 0.418
C 24.53 -31.38 16.83 -0.686
C 24.91 -30.05 16.91 -0.420
C 24.10 -29.01 16.51 -0.396
C 22.90 -29.28 15.86 0.328
C 22.49 -30.63 15.72 -0.714
C 23.33 -31.67 16.17 -0.384
H 25.24 -32.14 17.11 0.392
H 25.84 -29.76 17.39 0.360
H 24.48 -28.00 16.55 0.409
H 22.30 -28.46 15.48 0.271
H 21.53 -30.86 15.29 0.385
H 22.93 -32.66 16.04 0.372
C 20.63 -26.85 19.38 -0.483
C 20.31 -26.97 20.73 -0.402
C 20.54 -28.18 21.38 -0.551
C 21.17 -29.21 20.74 -0.334
C 21.52 -29.12 19.42 -0.371
C 21.21 -27.95 18.73 0.238
H 20.55 -25.95 18.79 0.346
H 19.79 -26.16 21.22 0.370
H 20.22 -28.18 22.41 0.335
H 21.42 -30.09 21.31 0.372
H 21.93 -29.93 18.83 0.325
H 21.36 -27.86 17.67 0.135
C 22.03 -24.18 15.49 -0.863
C 21.93 -25.45 14.75 1.601
O 20.75 -25.47 13.98 0.366
H 21.80 -23.29 14.90 -0.305
H 23.03 -23.97 15.89 0.269
H 21.33 -24.03 16.31 0.268
H 21.92 -26.28 15.47 -0.367
H 22.83 -25.52 14.15 -0.526
H 20.27 -26.25 14.27 -0.389
C 18.85 -22.50 12.49 -0.794
C 19.53 -23.51 11.57 -0.281
O 20.87 -23.57 11.82 -0.302
H 19.39 -21.56 12.51 0.132
H 18.77 -22.91 13.50 0.060
H 17.91 -22.11 12.10 0.446
H 19.30 -23.27 10.53 0.449
H 19.17 -24.50 11.84 0.132
H 20.93 -24.09 12.62 0.049
C 24.86 -21.27 12.30 -1.542
C 23.57 -21.92 12.58 1.522
O 22.73 -21.55 11.52 -0.651
H 25.25 -21.72 11.38 0.291
H 25.62 -21.56 13.03 0.315
H 24.85 -20.19 12.39 0.385
H 23.07 -21.62 13.50 -0.336
H 23.73 -22.99 12.54 -0.450
H 22.08 -22.26 11.55 0.517
C 18.36 -24.87 16.20 -0.608
C 18.04 -26.07 15.36 -0.351
O 19.03 -27.03 15.64 -0.399
H 17.47 -24.26 16.37 0.438
H 19.16 -24.27 15.77 -0.192
H 18.65 -25.24 17.18 0.194
H 17.91 -25.79 14.32 0.116
H 17.05 -26.43 15.63 0.595
H 18.50 -27.78 15.95 0.247
```


6.
The following is a DFT calculation (ωB97M-V/def2-TZVPD) of a molecular structure, C23H25BrFN2OPt.

Highest occupied orbital energy (spin up / spin down) = -10.910 / -10.913 eV
Total charge = +1
Strongest force on any atom = 0.003 Eh/bohr
Orbital gap (spin up / spin down) = 6.71 / 6.71 eV
E_LUMO (spin up / spin down) = -4.20 / -4.20 eV

The geometry in XYZ format:
```
54
Properties=species:S:1:pos:R:3:mulliken_charge:R:1
Pt 1.13 0.49 0.40 0.589
C 3.19 -3.74 2.47 -1.646
C 2.94 -2.29 2.07 1.990
C 3.32 -1.33 3.21 -1.515
C 3.67 -1.91 0.80 0.795
C 5.05 -2.04 0.75 -0.607
C 5.76 -1.65 -0.37 -1.469
C 5.09 -1.12 -1.46 -0.975
C 3.71 -0.96 -1.46 0.853
C 3.07 -0.35 -2.70 0.289
C 2.65 1.10 -2.47 -1.335
C 1.93 -1.16 -3.32 -1.549
C 3.01 -1.37 -0.32 -0.181
N 1.58 -1.22 -0.32 0.428
C 0.82 -2.40 -0.33 0.243
C 1.39 -3.62 -0.74 -0.301
C 0.63 -4.77 -0.81 -0.935
C -0.72 -4.75 -0.48 -0.548
C -1.31 -3.56 -0.08 -0.563
C -0.54 -2.42 -0.02 0.320
F -1.15 -1.28 0.38 -0.369
H 2.61 -4.00 3.36 0.457
H 4.24 -3.92 2.70 0.340
H 2.90 -4.43 1.67 0.347
H 1.87 -2.18 1.89 -0.987
H 4.38 -1.43 3.45 0.426
H 2.75 -1.56 4.11 0.406
H 3.14 -0.29 2.93 0.289
H 5.58 -2.44 1.61 0.403
H 6.84 -1.76 -0.40 0.420
H 5.65 -0.83 -2.34 0.434
H 3.87 -0.32 -3.44 0.562
H 1.83 1.17 -1.74 0.115
H 2.28 1.55 -3.39 0.453
H 3.48 1.71 -2.09 0.325
H 1.01 -1.09 -2.75 0.248
H 2.20 -2.22 -3.41 0.316
H 1.73 -0.79 -4.32 0.505
H 2.43 -3.64 -1.01 0.565
H 1.10 -5.69 -1.14 0.465
H -1.31 -5.65 -0.54 0.419
H -2.35 -3.50 0.18 0.498
O -1.27 1.72 5.85 -0.513
C -0.74 1.31 4.70 0.992
C -0.52 -0.03 4.38 -0.748
C 0.05 -0.35 3.17 -0.400
N 0.39 0.60 2.29 -0.154
C 0.16 1.87 2.61 0.210
Br 0.68 2.97 1.16 -0.091
C -0.39 2.30 3.78 -0.533
H -1.49 0.97 6.43 0.322
H -0.78 -0.82 5.07 0.345
H 0.23 -1.37 2.88 0.558
H -0.57 3.35 3.99 0.492
```